No. 1
DFT (wB97M-V/def2-TZVPD) results for a molecular structure, C16H48OP2PtSi4.

CARTESIAN COORDINATES (ANGSTROEM)
1 Pt -1.3411 1.1480 -2.9976
2 H 1.6486 0.1622 -0.7320
3 H 1.2605 -0.3988 -1.0764
4 P 0.3618 2.7718 -2.7832
5 P -1.8677 -1.1112 -2.6745
6 C -3.1348 -1.4421 -1.3914
7 H -3.7593 -2.2890 -1.6979
8 H -2.6686 -1.6634 -0.4147
9 H -3.7734 -0.5502 -1.2802
10 C -2.7276 -1.1917 -4.2758
11 H -1.9564 -1.0506 -5.0412
12 H -3.2583 -2.1404 -4.3955
13 H -3.4034 -0.3235 -4.2834
14 C -0.8285 -2.6610 -2.6064
15 H -0.4811 -2.9080 -1.5896
16 H -1.3979 -3.5171 -2.9967
17 H 0.0738 -2.5334 -3.2573
18 C -0.2420 3.5935 -4.2830
19 H 0.2727 4.5408 -4.4745
20 H -0.0920 2.8849 -5.0999
21 H -1.3145 3.7352 -4.1307
22 C 0.2615 4.0684 -1.4806
23 H 0.7780 3.7733 -0.5542
24 H 0.7038 5.0126 -1.8300
25 H -0.7912 4.2536 -1.2327
26 C 2.1940 2.6629 -3.0542
27 H 2.4055 1.9532 -3.8712
28 H 2.6250 3.6346 -3.3441
29 H 2.7370 2.3114 -2.1655
30 C -2.1109 1.6205 -1.3578
31 O -2.5833 1.9198 -0.3329
32 H 0.0705 0.3692 -3.5311
33 C -2.7554 0.5602 2.7511
34 Si -1.6124 -0.9385 2.7526
35 C -0.8691 -1.1619 4.4746
36 C -2.5666 -2.4962 2.3185
37 Si 0.1097 -0.4511 1.2371
38 Si 1.3570 1.3153 2.1367
39 C 2.1390 0.8335 3.7828
40 C 2.7013 1.7452 0.8669
41 C 0.1636 2.7471 2.3648
42 Si 1.5775 -2.2055 0.9087
43 C 2.7839 -2.3753 2.3584
44 C 0.7943 -3.9100 0.7337
45 C 2.6768 -1.9275 -0.6426
46 H -3.4467 0.5097 3.6019
47 H -3.3559 0.6048 1.8357
48 H -2.2128 1.5104 2.8223
49 H -1.6378 -1.5799 5.1405
50 H -0.0232 -1.8637 4.4697
51 H -0.5269 -0.2182 4.9122
52 H -3.3503 -2.3079 1.5780
53 H -1.9285 -3.2989 1.9354
54 H -3.0633 -2.8830 3.2191
55 H 2.8724 0.0265 3.6867
56 H 2.6569 1.7116 4.1886
57 H 1.3963 0.5148 4.5305
58 H 2.2757 2.1967 -0.0444
59 H 3.3961 2.4678 1.3261
60 H 3.2783 0.8604 0.5679
61 H -0.5194 2.8647 1.5120
62 H -0.4461 2.6109 3.2636
63 H 0.7273 3.6839 2.4845
64 H 2.3180 -2.1622 3.3318
65 H 3.1146 -3.4276 2.3414
66 H 3.6585 -1.7228 2.2195
67 H 0.7580 -4.2299 -0.3135
68 H 1.4533 -4.6017 1.2834
69 H -0.2146 -3.9762 1.1660
70 H 2.0762 -1.8981 -1.5657
71 H 3.2326 -0.9775 -0.5666
72 H 3.3510 -2.7848 -0.7339

<S²>: 6.0155
Highest occupied orbital energy (alpha / beta): -12.09 / -13.33 eV
Energy relative to the best compared isomer or geometry (same formula, charge and spin): 222.2 kJ/mol
Total charge: +2
LUMO (alpha / beta): -7.76 / -10.88 eV
Spin multiplicity: 5

These are the Mulliken partial charges, in e, on atoms 1 to 5: number 1, Pt, carries 0.81; number 2, H, carries 0.51; number 3, H, carries -0.92; number 4, P, carries 0.48; number 5, P, carries 0.32


No. 2
DFT (wB97M-V/def2-TZVPD) results for 18 unconnected molecules or ions with the total composition C16H49BrFN2O20.

CARTESIAN COORDINATES (ANGSTROEM)
1 O -3.0321 3.5239 -1.9537
2 C -2.4609 2.7595 -2.9094
3 C -0.9217 3.0571 -3.4892
4 C 0.1243 2.6559 -2.2641
5 C 0.9616 3.8148 -1.3989
6 C 1.9431 3.2330 -0.2017
7 C 2.1196 1.6490 0.1969
8 C 1.2846 0.5428 -0.6842
9 C 1.3910 -1.0675 -0.3444
10 C 2.3936 -1.5004 0.9032
11 O 3.7070 -1.5914 0.6336
12 N 1.7416 -1.7227 2.2495
13 C 2.6045 -2.5208 3.2012
14 O 2.5590 -2.2703 4.5310
15 F 3.5165 -3.6521 2.7912
16 N 0.5807 -2.0800 -1.1705
17 C 0.6058 -3.5833 -0.8715
18 C -0.4969 -3.8358 0.3166
19 C -2.0625 -3.7969 -0.1683
20 Br -3.1961 -3.3875 1.4765
21 C -0.3060 -1.6429 -2.3513
22 C -0.4867 -0.0570 -2.7815
23 C 0.3173 1.0673 -1.8998
24 H -3.1421 1.8942 -3.3442
25 H -0.6894 2.3546 -4.3958
26 H -0.8702 4.2007 -3.7585
27 H 0.8377 4.9653 -1.6618
28 H 2.5550 4.0136 0.4289
29 H 2.8165 1.2950 1.0926
30 H 1.3630 -0.8474 2.6725
31 H 0.4273 -4.2518 -1.8217
32 H 1.6650 -3.8532 -0.4071
33 H -0.3069 -4.9383 0.7333
34 H -0.3157 -3.0065 1.1366
35 H -2.3259 -2.9577 -0.9405
36 H -2.4245 -4.8207 -0.6114
37 H -0.8912 -2.5013 -2.9387
38 H -1.1900 0.1613 -3.6938
39 O -2.1925 2.9091 0.8061
40 H -1.7429 3.5018 1.4269
41 H -2.1285 3.3687 -0.0446
42 O 0.2835 2.7462 2.3086
43 H -0.3692 2.3706 1.6988
44 H 0.2430 2.1643 3.0823
45 O -3.4211 1.6920 3.1926
46 H -2.9715 2.2847 3.8134
47 H -3.3571 2.1517 2.3420
48 O -3.8250 2.2280 5.9045
49 H -4.4776 1.8524 5.2947
50 H -3.8654 1.6461 6.6782
51 O -5.7332 2.0129 -0.7105
52 H -4.8519 2.0954 -1.1047
53 H -6.0198 2.9299 -0.5838
54 O 0.5529 -1.5004 -5.2981
55 H 0.9328 -2.2869 -5.7175
56 H 1.0703 -1.3953 -4.4856
57 O 6.4410 -2.8547 1.3877
58 H 5.7584 -2.2453 1.0690
59 H 6.0561 -3.2386 2.1898
60 O -2.0570 4.6901 6.6131
61 H -1.6352 4.1714 7.3145
62 H -2.7529 4.1061 6.2761
63 O 0.5775 -0.1162 5.5463
64 H 0.9486 0.5256 6.1702
65 H 1.2906 -0.7604 5.4213
66 O 1.7981 -5.6688 -2.7018
67 H 2.1780 -6.4554 -3.1211
68 H 2.3155 -5.5637 -1.8892
69 O -0.2412 5.9487 -4.1567
70 H 0.6401 6.0312 -4.5509
71 H -0.5278 6.8657 -4.0300
72 O -6.9397 0.9124 2.0964
73 H -6.4901 1.5051 2.7172
74 H -6.8757 1.3720 1.2457
75 O 0.4627 -3.5884 6.5257
76 H 1.3440 -3.5059 6.1315
77 H 0.1761 -2.6714 6.6524
78 O 3.7539 -2.0811 -2.6575
79 H 3.9419 -2.0717 -1.7071
80 H 3.4602 -2.9885 -2.8291
81 O 1.2204 -5.4486 -5.8208
82 H 1.4085 -5.4391 -4.8703
83 H 0.9267 -6.3559 -5.9923
84 O 0.1946 6.8573 -0.8976
85 H -0.1432 7.6899 -0.5350
86 H -0.5868 6.4376 -1.2877
87 O 4.5857 -2.8774 -5.1129
88 H 4.8260 -2.0994 -4.5878
89 H 5.4225 -3.1568 -5.5138

Highest occupied orbital energy: -11.75 eV
Total charge: +1
LUMO: -5.49 eV

These are the Mulliken partial charges, in e, on atoms 1 to 5: number 1, O, carries -0.57; number 2, C, carries 0.09; number 3, C, carries -0.25; number 4, C, carries 0.44; number 5, C, carries -0.28


No. 3
DFT (wB97M-V/def2-TZVPD) results for 6 unconnected molecules or ions with the total composition C16H49INO11P4S5.

CARTESIAN COORDINATES (ANGSTROEM)
1 C 1.3595 4.8780 2.7385
2 C 2.3312 3.8664 2.1839
3 O 1.6075 2.7794 1.5624
4 P 2.4245 1.5190 0.9881
5 O 3.0253 1.7529 -0.3250
6 C 1.1745 0.2119 0.9820
7 C -0.2916 0.6388 1.0325
8 P -0.9738 1.0098 2.6720
9 I 0.5873 1.1296 4.4541
10 P -2.2709 2.8294 2.5245
11 N -2.9739 3.0431 1.1852
12 P -2.3108 -0.7200 3.0957
13 O -3.0312 -0.9025 1.8496
14 O -1.3265 -1.8764 3.4863
15 O -3.0746 -0.4232 4.4416
16 O 3.3893 1.0561 2.1460
17 C 4.8207 1.3812 2.1405
18 C 5.6026 0.1444 2.4878
19 H 0.5640 5.0748 2.0192
20 H 1.8842 5.8135 2.9320
21 H 0.9242 4.5515 3.6853
22 H 2.9721 4.3213 1.4257
23 H 2.9734 3.4562 2.9662
24 H 1.4039 -0.5351 1.7430
25 H 1.3264 -0.2707 0.0131
26 H -0.9346 -0.1741 0.6799
27 H -0.4821 1.5112 0.4019
28 H -3.0716 2.5892 3.6641
29 H -1.4154 3.8338 2.9903
30 H -2.9426 2.3957 0.4122
31 H -0.9558 -1.8566 4.3855
32 H -3.4032 0.4751 4.6052
33 H 4.9564 2.1674 2.8850
34 H 5.0822 1.7751 1.1581
35 H 5.3675 -0.1658 3.5085
36 H 5.3308 -0.6731 1.8215
37 H 6.6678 0.3340 2.3838
38 C 8.4517 1.9033 -1.1094
39 S 8.2377 0.1362 -0.9400
40 O 7.9578 -0.1479 0.5008
41 C 9.9579 -0.2964 -1.2054
42 H 7.4840 2.3725 -0.9434
43 H 9.1725 2.2497 -0.3684
44 H 8.7906 2.1410 -2.1159
45 H 10.5694 0.2047 -0.4557
46 H 10.2512 0.0017 -2.2115
47 H 10.0432 -1.3754 -1.0982
48 C -4.7622 -3.2315 0.4088
49 S -3.7686 -4.4040 -0.5100
50 O -4.2649 -4.4082 -1.9112
51 C -4.4426 -5.8697 0.2804
52 H -4.5376 -2.2396 0.0241
53 H -5.8178 -3.4733 0.2960
54 H -4.4887 -3.2852 1.4621
55 H -5.5226 -5.8803 0.1341
56 H -4.2024 -5.8521 1.3433
57 H -3.9823 -6.7355 -0.1908
58 C -10.3218 -3.8726 1.0058
59 S -8.6848 -3.2607 0.5929
60 O -7.7629 -3.8501 1.6133
61 C -8.9872 -1.5689 1.1232
62 H -10.3290 -4.9391 0.7916
63 H -10.5139 -3.7012 2.0645
64 H -11.0622 -3.3684 0.3852
65 H -9.2843 -1.5655 2.1719
66 H -9.7621 -1.1290 0.4958
67 H -8.0560 -1.0211 0.9925
68 C -8.1211 -6.0855 -3.6489
69 S -7.2843 -4.4964 -3.5755
70 O -8.0293 -3.6874 -2.5687
71 C -7.8375 -3.9236 -5.1878
72 H -7.9433 -6.5852 -2.6988
73 H -9.1891 -5.9254 -3.7952
74 H -7.7006 -6.6794 -4.4602
75 H -8.9268 -3.9226 -5.2191
76 H -7.4254 -4.5704 -5.9623
77 H -7.4588 -2.9117 -5.3150
78 C 10.5931 5.5932 -4.7642
79 S 9.4614 5.5202 -3.3748
80 O 8.9954 4.1077 -3.2839
81 C 8.1300 6.4403 -4.1494
82 H 11.4783 5.0235 -4.4902
83 H 10.1157 5.1478 -5.6364
84 H 10.8671 6.6307 -4.9540
85 H 7.8323 5.9324 -5.0661
86 H 8.4647 7.4567 -4.3556
87 H 7.2997 6.4608 -3.4469

Highest occupied orbital energy: -9.76 eV
Total charge: +1
LUMO: -4.45 eV

These are the Mulliken partial charges, in e, on atoms 1 to 5: number 1, C, carries -1.20; number 2, C, carries -0.16; number 3, O, carries -0.10; number 4, P, carries 0.83; number 5, O, carries -0.82